1.
Entry from the OMol25 dataset: a structure of composition C36H62BrGeIN4OSSeSiW (wB97M-V/def2-TZVPD).

```
110
Properties=species:S:1:pos:R:3:forces:R:3
W 0.141642 3.524981 -0.654947 0.1 0.1 0.0
I -0.600832 2.207726 -3.153880 0.0 0.0 0.0
Br -0.134337 0.953906 -0.142280 0.0 0.2 0.0
Se -0.970225 6.043231 -0.305593 0.0 0.0 0.0
Ge -0.173452 9.178663 0.161422 0.0 0.0 0.0
S 2.269982 2.226155 -1.446038 0.0 0.0 0.0
Si -0.275615 -8.789528 0.061753 0.0 -0.2 0.0
O 0.695080 4.814841 -2.323695 0.0 0.0 0.0
N 1.811080 4.637233 0.277061 -0.1 -0.1 0.0
N 0.609574 6.137160 -4.126654 0.0 0.0 0.0
N -0.112706 3.470724 1.479606 0.0 0.0 0.0
N -2.030956 3.297082 -0.237678 0.0 0.0 0.0
C -2.586187 -7.900314 1.431763 0.0 0.0 0.0
C -2.361874 2.902033 1.013174 0.0 0.0 0.0
C -0.428442 3.974830 -4.308135 0.0 0.0 0.0
C 0.356673 -9.008787 -1.688961 0.0 0.0 0.0
C 3.087025 5.023111 2.269392 0.0 0.0 0.0
C -3.049494 -8.883018 -0.801217 0.0 0.0 0.0
C -2.209584 -10.368430 1.032020 0.0 0.0 0.0
C -4.337271 3.154098 -0.857503 0.0 0.0 0.0
C -0.305281 2.962006 4.177073 0.0 0.0 0.0
C 2.705186 5.385010 -0.393773 0.0 0.0 0.0
C -0.393339 -8.098628 -2.678748 0.0 0.0 0.0
C 4.019151 5.761486 1.561792 0.0 0.0 0.0
C 1.495108 -10.241327 1.437194 0.0 0.0 0.0
C 0.905859 3.782530 2.294815 0.0 0.0 0.0
C 0.326897 5.010504 -3.511583 0.0 0.0 0.0
C 3.387553 1.983167 -0.059355 0.0 0.0 0.0
C -2.075102 9.562466 0.048978 0.0 0.0 0.0
C -1.384659 2.719926 3.340793 0.0 0.0 0.0
C 1.859828 -8.805765 -1.909913 0.0 0.0 0.0
C 0.667412 9.129100 -1.610866 0.0 0.0 0.0
C -2.460251 6.047920 0.937565 0.0 0.0 0.0
C 1.996487 4.480908 1.608577 0.0 0.0 0.0
C -3.658385 2.566468 1.352701 0.0 0.0 0.0
C 0.782186 10.279852 1.435862 0.0 0.0 0.0
C 0.101345 7.268303 0.766195 0.0 0.0 0.0
C 0.936937 -8.791712 1.490981 0.0 0.0 0.0
C 3.811698 5.954255 0.204039 0.0 0.0 0.0
C -2.110954 -8.948667 0.409218 0.0 0.0 0.0
C 0.845257 3.529241 3.655037 0.0 0.0 0.0
C -1.264103 2.994486 1.990734 0.0 0.0 0.0
C 3.367243 3.073165 -2.597401 0.0 0.0 0.0
C 2.083033 -7.787619 1.273070 0.0 0.0 0.0
C 0.355540 -8.546613 2.887806 0.0 0.0 0.0
C 0.012989 -10.495271 -1.982078 0.0 0.0 0.0
C -4.660970 2.670680 0.400105 0.0 0.0 0.0
C -3.017599 3.453588 -1.132775 0.0 0.0 0.0
H -1.620575 -10.483608 1.941874 0.0 0.0 0.0
H 0.746915 11.321002 1.114865 0.0 0.0 0.0
H 2.507115 5.533904 -1.441173 0.0 0.0 0.0
H 1.685384 9.516140 -1.571834 0.0 0.0 0.0
H -3.070894 -7.890121 -1.250393 0.0 0.0 0.0
H -0.440681 -9.239201 3.154454 0.0 0.0 0.0
H 4.494359 6.544629 -0.391642 0.0 0.0 0.0
H -0.373528 2.740501 5.233655 0.0 0.0 0.0
H -2.167268 5.589749 1.879514 0.0 0.0 0.0
H -0.140966 7.079508 1.812400 0.0 0.0 0.0
H 2.817441 3.268888 -3.515693 0.0 0.0 0.0
H -3.648154 -8.072357 1.622307 0.0 0.0 0.0
H 1.828736 9.984222 1.507590 0.0 0.0 0.0
H -0.014656 -8.307369 -3.682126 0.0 0.0 0.0
H 0.355300 6.291741 -5.092221 0.0 0.0 0.0
H -1.925582 -11.155756 0.330031 0.0 0.0 0.0
H 0.564001 -11.187074 -1.341051 0.0 0.0 0.0
H 2.645053 -7.965811 0.361377 0.0 0.0 0.0
H -2.814651 -9.612729 -1.574017 0.0 0.0 0.0
H -3.896577 2.241097 2.354520 0.0 0.0 0.0
H -2.487867 -6.882539 1.047302 0.0 0.0 0.0
H -1.465199 -8.270365 -2.694766 0.0 0.0 0.0
H 0.105975 9.713797 -2.338325 0.0 0.0 0.0
H 2.083461 -9.074731 -2.944936 0.0 0.0 0.0
H -2.697568 7.097708 1.093591 0.0 0.0 0.0
H -2.541974 9.565242 1.034377 0.0 0.0 0.0
H -2.735270 3.836001 -2.101519 0.0 0.0 0.0
H 2.240762 -10.339801 2.230319 0.0 0.0 0.0
H -2.071134 -7.964371 2.385417 0.0 0.0 0.0
H 2.158216 -7.766397 -1.772384 0.0 0.0 0.0
H 0.308734 -10.707922 -3.012558 0.0 0.0 0.0
H -3.254640 -10.541358 1.301422 0.0 0.0 0.0
H 0.327670 10.216906 2.423956 0.0 0.0 0.0
H -4.060391 -9.103792 -0.450660 0.0 0.0 0.0
H 4.878016 6.189953 2.061155 0.0 0.0 0.0
H 1.070570 6.894028 -3.638468 0.0 0.0 0.0
H -2.305636 2.327245 3.744997 0.0 0.0 0.0
H 0.727559 -10.995691 1.625120 0.0 0.0 0.0
H 2.806881 1.544206 0.749869 0.0 0.0 0.0
H 4.153311 1.275902 -0.372772 0.0 0.0 0.0
H 3.788351 3.990131 -2.195766 0.0 0.0 0.0
H 0.103592 3.732758 -5.227302 0.0 0.0 0.0
H 1.153529 7.048020 0.600201 0.0 0.0 0.0
H 1.723758 -6.756008 1.267555 0.0 0.0 0.0
H -0.011586 -7.527144 3.006109 0.0 0.0 0.0
H -2.204369 10.559338 -0.373610 0.0 0.0 0.0
H 1.159638 -8.690299 3.613346 0.0 0.0 0.0
H -0.210712 -7.040577 -2.477852 0.0 0.0 0.0
H 1.674419 3.773744 4.302201 0.0 0.0 0.0
H 0.700379 8.089562 -1.952725 0.0 0.0 0.0
H -1.420757 4.341799 -4.567591 0.0 0.0 0.0
H -1.050932 -10.718521 -1.901897 0.0 0.0 0.0
H -5.680753 2.406836 0.647063 0.0 0.0 0.0
H 3.851998 2.917226 0.250964 0.0 0.0 0.0
H 2.779254 -7.883577 2.109664 0.0 0.0 0.0
H -5.088883 3.295365 -1.621293 0.0 0.0 0.0
H 2.480988 -9.436329 -1.276280 0.0 0.0 0.0
H 4.172813 2.376330 -2.825363 0.0 0.0 0.0
H 3.202590 4.881191 3.333912 0.0 0.0 0.0
H 1.993865 -10.478089 0.497326 0.0 0.0 0.0
H -2.602860 8.863580 -0.602049 0.0 0.0 0.0
H -3.315681 5.548163 0.494111 0.0 0.0 0.0
```
Positions in Å, forces in eV/Å.

Values from the calculation:
spin multiplicity: 1
max |F|: 0.2 eV Å⁻¹
net charge: +4
HOMO level (spin up / spin down): -17.03 / -17.03 eV
gap between HOMO and LUMO (spin up / spin down): 0.23929 / 0.23922 hartree
ΔE to the lowest compared entry with this formula, charge and spin: 132.7 kJ/mol

Mulliken population analysis, charges in e, atoms 1 to 8: number 1, W, carries -1.822; number 2, I, carries 0.350; number 3, Br, carries -0.186; number 4, Se, carries 0.801; number 5, Ge, carries 0.745; number 6, S, carries 0.389; number 7, Si, carries -0.747; number 8, O, carries 0.018

***

2.
Entry from the OMol25 dataset: a structure of composition C36H62NO18S2 at a distorted geometry (wB97M-V/def2-TZVPD).

```
119
Properties=species:S:1:pos:R:3:forces:R:3
S 0.479620 -1.052245 -3.672432 0.1 -0.5 0.9
S -2.116548 -1.685328 -3.390888 1.1 -0.5 0.8
O 3.525878 -1.281013 0.009888 -0.2 0.1 0.1
O 6.977531 2.410047 -0.253998 0.0 0.0 0.2
O 8.844274 3.614293 0.030782 0.1 -0.1 0.0
O -1.027185 -5.038775 2.941766 0.0 0.1 0.1
O 0.427208 0.291519 -4.194672 -0.2 0.7 0.0
O -4.859011 -1.609734 6.869956 0.0 -0.1 -0.1
O 0.727141 -2.077359 -4.652405 0.1 -0.5 -0.5
O 3.252181 4.300464 -4.486546 0.2 0.2 -0.3
O -5.846139 -1.181706 2.645319 0.0 -0.2 0.0
O 0.100160 -4.750661 4.850499 -0.1 0.1 0.1
O 2.997937 -0.594107 2.082893 -0.1 0.0 0.0
O -3.509461 -3.348535 6.427152 -0.2 0.2 0.0
O 2.921959 5.318683 -6.457698 0.0 0.0 -0.1
O -3.047047 -0.858599 -2.378084 -0.4 0.0 -0.5
O -2.269069 -1.111489 -4.686166 -0.1 0.7 -0.8
O 2.872622 2.122979 -0.910451 -0.5 -0.3 -0.1
O -2.482646 -3.068771 -3.317184 -0.6 -0.6 0.5
O -6.484253 -1.864853 0.598180 -0.4 0.2 0.0
N -0.720043 -1.438172 -2.659365 0.0 0.5 -0.8
C 3.271352 -1.029111 3.423744 0.1 -0.1 0.1
C 2.492394 2.338317 -2.268873 0.6 0.0 -0.4
C 3.549984 -2.522523 3.312612 0.3 -0.1 0.1
C -2.351390 -3.956388 7.027657 0.3 -0.2 0.0
C -4.910282 -1.642478 3.645074 0.0 0.1 0.1
C 0.844352 6.346218 -6.053790 -0.1 0.0 0.1
C 5.624399 2.421510 0.262102 0.0 0.0 0.1
C 0.548659 -3.299727 2.936591 -1.0 -0.1 -0.5
C 3.979470 0.323756 -2.810301 0.3 -0.4 -0.7
C 4.183249 -2.622552 1.926115 -0.4 0.0 0.5
C -5.879630 -2.057206 1.608893 0.4 -0.1 -0.2
C -4.280545 2.539340 -2.824714 0.1 -0.7 0.0
C -3.883628 -2.253255 7.129236 -0.1 0.0 0.4
C 1.881980 -1.100842 -2.568493 0.3 -0.1 -0.6
C -4.783239 -3.133396 3.410196 0.1 -0.4 -0.1
C -0.122117 -4.413395 3.718876 0.2 -0.1 -0.1
C 2.629545 5.065940 -5.155961 0.0 0.1 0.3
C 3.130676 -0.790360 -3.416878 -0.2 0.4 0.3
C -4.874321 0.964711 -4.637796 -0.5 0.5 0.1
C 5.733796 3.094223 1.623256 0.0 0.1 0.1
C -2.909594 -2.019798 8.270585 0.5 -0.1 -0.3
C -5.199388 1.372382 -3.201347 0.0 0.0 -0.1
C 3.493219 1.705364 -3.232551 -0.1 -0.1 0.7
C -1.006769 -4.488035 1.604316 0.0 0.2 -0.2
C 7.714089 3.367295 0.342066 0.0 0.3 -0.1
C -4.991762 -3.249350 1.907318 0.0 0.1 0.5
C 1.450028 5.914554 -4.719905 -0.3 0.0 -0.5
C -5.217978 0.192921 -2.179842 0.8 0.6 -0.3
C -4.657012 0.587487 -0.817500 -0.1 -0.1 0.0
C 2.064563 6.352930 -6.965152 -0.1 0.1 0.0
C 3.543250 -1.461601 1.187150 0.4 -0.2 -0.1
C 6.885502 4.071864 1.402228 -0.2 -0.4 0.2
C -4.460916 -1.054318 -2.606220 -0.1 -0.3 0.9
C -0.407369 -3.098529 1.759104 0.1 0.0 0.1
C -1.699470 -2.851444 7.842211 -0.1 0.1 0.1
C 1.779407 1.976626 -0.033940 0.1 0.0 0.3
H 1.516373 1.918795 -2.500233 -0.3 0.0 0.3
H -1.053082 -2.250010 7.201343 0.0 0.0 0.0
H -3.810102 0.847448 -4.793863 0.2 -0.4 0.0
H 0.067639 -2.734186 0.851316 0.0 0.0 -0.1
H -5.207582 1.775374 -5.283396 0.0 0.2 -0.2
H 0.327633 7.303797 -6.020777 0.1 0.0 0.0
H 2.510210 3.405334 -2.460014 -0.4 0.3 0.0
H -5.474169 -4.175473 1.609604 0.0 0.0 -0.2
H 0.843347 1.770366 -0.547424 -0.1 0.0 -0.2
H -6.249948 -0.101061 -2.019635 -0.3 -0.2 -0.1
H -4.745646 -0.290001 -0.188417 -0.1 0.1 0.4
H -4.763453 -1.848530 -1.925480 -0.1 -0.2 0.0
H -5.176476 1.434080 -0.386503 -0.3 0.1 0.2
H 6.543105 5.026002 0.999331 0.1 0.0 0.0
H 1.531995 -3.646166 2.613976 -0.8 -0.3 -0.3
H -2.675675 -0.963017 8.360388 -0.2 0.1 0.1
H 3.958332 -3.561524 1.429647 0.2 0.0 -0.2
H -1.186508 -2.387128 2.036466 0.0 0.0 0.0
H 4.133944 -0.472842 3.798552 0.0 0.0 0.0
H -4.162747 3.189329 -3.682208 -0.1 0.4 -0.1
H -5.430403 0.092456 -4.957698 0.1 -0.4 -0.1
H 2.978440 1.624492 -4.184808 0.0 0.1 -0.2
H -3.964147 -1.113811 3.497279 0.0 0.0 -0.1
H -1.096900 -3.227703 8.665989 0.0 -0.1 0.0
H -6.212588 1.772535 -3.222754 -0.2 0.1 0.1
H 5.262059 -2.463542 1.954618 0.0 0.0 -0.1
H -2.677272 -4.790932 7.652464 -0.1 0.0 0.0
H 1.973445 1.141063 0.631481 0.1 -0.1 0.1
H 0.650349 -2.408315 3.549231 0.2 -0.1 0.1
H -4.678795 -1.409121 -3.604357 0.2 0.2 -0.3
H -5.585346 -3.655767 3.933890 0.0 0.0 0.1
H 2.606875 7.301207 -6.926533 0.0 0.0 0.0
H -3.293974 2.149127 -2.591379 0.2 0.1 0.1
H 7.474212 4.236317 2.300490 0.1 0.2 -0.1
H 4.804103 3.561841 1.942038 0.0 0.0 -0.1
H 1.638537 2.872858 0.576532 0.0 0.2 0.0
H -4.055809 -3.123422 1.359037 -0.1 0.0 -0.2
H 1.825310 6.761802 -4.143671 0.0 0.0 0.1
H 1.817818 6.131890 -8.000802 0.1 -0.1 0.0
H 5.254033 1.402409 0.325084 0.1 0.0 -0.2
H -2.019065 -4.469862 1.210582 0.0 -0.1 0.1
H 2.411227 -0.805875 4.050843 -0.1 0.1 -0.1
H 4.990844 2.976698 -0.423625 0.0 0.0 -0.1
H 2.817690 -0.464047 -4.402539 0.0 0.0 -0.3
H 4.997500 0.211238 -3.178841 0.2 0.0 -0.1
H 4.034166 0.177933 -1.740394 0.0 0.3 0.3
H 6.018473 2.360482 2.380955 0.0 0.0 0.0
H -3.608125 0.842890 -0.874722 0.2 0.0 -0.1
H 4.175432 -2.903194 4.117936 0.1 0.1 0.0
H -1.707412 -4.331949 6.238218 -0.1 -0.1 0.0
H 1.997014 -2.093315 -2.159614 -0.4 -0.3 0.2
H -4.662351 3.082701 -1.968527 0.0 0.3 0.1
H 0.133651 5.592428 -6.393667 0.0 0.0 0.0
H -0.397448 -5.137451 0.974214 0.0 0.0 0.0
H -5.288131 -1.426006 4.639381 -0.1 0.2 -0.1
H 4.328782 2.371806 -3.397611 0.3 0.2 0.1
H 2.609848 -3.076316 3.327194 1.1 0.5 0.4
H -3.836729 -3.541951 3.757719 0.0 0.0 0.0
H 1.753436 -0.402817 -1.751212 -0.1 0.2 0.1
H 0.760212 5.329847 -4.118138 0.2 0.0 0.2
H 3.703743 -1.693964 -3.575204 0.2 -0.3 0.1
H -3.359507 -2.383017 9.195633 -0.1 0.1 0.0
```
Positions in Å, forces in eV/Å.

Values from the calculation:
spin multiplicity: 1
max |F|: 1.4 eV Å⁻¹
net charge: -1
HOMO level: -5.40 eV
gap between HOMO and LUMO: 0.25655 hartree

Mulliken population analysis, charges in e, atoms 1 to 8: number 1, S, carries 0.813; number 2, S, carries 0.934; number 3, O, carries -0.488; number 4, O, carries -0.342; number 5, O, carries -0.615; number 6, O, carries -0.396; number 7, O, carries -0.627; number 8, O, carries -0.599

***

no.,molecular weight (g mol⁻¹)
1,1169.3
2,861.0